Computed, not measured: 7 unconnected molecules or ions with the total composition C21H21F7O21 at a distorted geometry, with the ωB97M-V functional and the def2-TZVPD basis.

Values from the calculation:
SMILES string: O=C1OC[C@@H](F)O1.O=C1OC[C@@H](F)O1.O=C1OC[C@@H](F)O1.O=C1OC[C@@H](F)O1.O=C1OC[C@@H](F)O1.O=C1OC[C@@H](F)O1.O=C1OC[C@@H](F)O1
LUMO level in eV: 0.1
Largest force on an atom in eV/A: 2.134
E_HOMO in eV: -10.8
Kohn-Sham gap in eV: 10.941
ΔE to the lowest compared entry with this formula, charge and spin in eV: 0.931

```
70
Properties=species:S:1:pos:R:3:forces:R:3
F 2.963 1.919 -4.566 -0.619 -0.182 -0.179
F 4.453 -1.536 4.133 -0.345 -0.587 0.757
F 3.178 -3.337 -1.306 0.104 1.399 -0.800
F -4.875 -0.237 5.508 -0.310 1.003 -1.454
F 2.899 1.334 -1.256 0.153 -0.486 0.236
F -6.347 1.473 0.472 0.772 -0.339 -0.955
F 1.318 -0.482 1.267 -1.695 -0.580 -1.159
O -3.622 -1.380 -0.037 -0.997 1.041 -0.810
O 2.702 -3.417 2.212 0.408 0.047 -0.847
O -1.912 -2.220 3.070 0.305 0.336 -0.600
O -1.675 -0.247 2.012 0.913 -0.052 -0.878
O 4.544 -1.523 -1.217 -0.114 0.342 -0.161
O -0.062 0.388 -2.313 -0.363 0.371 -0.012
O -4.578 1.933 4.763 -0.217 -1.254 0.040
O -0.422 -1.991 1.394 0.719 0.222 -0.825
O 1.244 0.517 -4.108 0.459 -0.068 -0.392
O 1.019 4.562 -2.435 0.107 -0.083 0.498
O 5.336 -1.865 -3.251 -1.228 -0.333 -1.211
O -3.916 1.486 2.720 -0.128 -1.213 -1.034
O 2.816 3.485 -1.584 0.417 1.340 -1.101
O 6.761 -1.135 -1.710 -1.010 -0.154 0.129
O -4.558 0.610 -0.743 0.169 -0.631 0.695
O -0.131 2.207 -3.688 0.392 -0.207 -0.453
O 1.098 -4.290 3.532 1.626 0.674 0.260
O 0.976 3.619 -0.364 0.548 -0.361 0.075
O -2.992 3.212 3.809 -0.347 -0.309 -0.253
O -5.835 -1.242 -0.576 1.026 0.672 -0.085
O 3.080 -3.409 4.389 -0.438 -0.095 -0.096
C 1.513 3.955 -1.540 0.449 -0.097 0.182
C 4.249 -2.879 3.840 0.038 0.462 -0.765
C -6.657 -0.220 -1.168 0.595 0.446 0.444
C 3.925 -2.214 -3.295 0.776 -1.106 -0.876
C -4.651 0.286 3.112 1.767 0.252 -0.621
C 3.424 -2.059 -1.896 1.258 -1.079 1.282
C 1.712 1.504 -4.985 -0.310 0.279 -0.337
C 0.071 -0.921 0.630 0.468 0.048 1.208
C -1.382 -1.558 2.231 -0.917 0.282 1.119
C 1.937 2.763 0.366 -1.113 0.985 -0.791
C 5.667 -1.473 -2.048 0.318 0.308 1.374
C 3.046 2.553 -0.626 -0.548 -0.466 0.587
C 0.290 1.006 -3.269 0.308 0.072 -0.149
C 2.168 -3.773 3.382 -0.190 0.328 0.193
C -4.553 -0.741 -0.435 -0.509 -0.837 0.750
C 4.073 -2.929 2.328 -1.773 -0.544 0.707
C -3.738 2.283 3.742 0.300 0.968 1.164
C -5.878 1.051 -0.792 -0.612 -0.370 0.120
C 0.677 2.647 -4.833 -0.011 -0.423 0.522
C -0.984 0.159 0.794 -0.094 -0.159 0.319
C -5.183 0.662 4.479 0.110 0.578 0.648
H 3.999 2.573 -0.112 0.527 0.195 -0.660
H -6.245 0.843 4.426 -0.426 -0.329 0.629
H 5.101 -3.456 4.186 0.116 0.235 0.381
H 4.720 -3.681 1.916 0.318 -0.015 -0.649
H 2.244 3.302 1.265 -0.230 -0.463 -0.042
H 3.889 -3.282 -3.538 -0.157 0.286 -0.201
H 0.031 2.837 -5.707 0.262 -0.362 0.487
H 4.119 -1.928 1.885 0.208 -0.481 -0.029
H 1.188 3.553 -4.526 -0.045 0.135 -0.041
H 1.441 1.821 0.444 -0.211 -0.528 1.027
H 2.521 -1.480 -1.789 -0.131 0.303 0.378
H -5.305 0.050 2.292 -1.011 0.344 0.200
H -0.488 1.126 0.878 -0.416 0.010 0.386
H -6.690 -0.405 -2.244 -0.268 0.222 0.132
H 0.268 -1.228 -0.395 0.333 0.029 0.285
H -1.715 0.180 -0.020 0.299 -0.114 0.098
H 1.820 1.085 -6.003 -0.014 0.205 0.617
H -5.921 1.899 -1.460 -0.161 0.134 -0.057
H 3.408 -1.629 -4.052 0.121 0.156 0.163
H -7.626 -0.174 -0.674 -0.016 -0.355 -0.252
H -3.948 -0.543 3.083 0.280 -0.049 0.683
```
Forces are in eV/Å.